Record 1
DFT (wB97M-V/def2-TZVPD) results for a cluster of 9 separate species, C42H107N5O14 in total at a distorted geometry.

Output
- SMILES string = COCCNCCOC.COCCNCCOC.COCCNCCOC.COCCNCCOC.COCCNCCOC.CC(C)O.CC(C)O.CC(C)O.CC(C)O
- molar mass (g/mol) = 906.339
- LUMO (eV) = 0.6
- energy relative to the best compared isomer or geometry (same formula, charge and spin) (kJ/mol) = 364.7
- E_tot (eV) = -81394.88877
- orbital gap (eV) = 8.731

```
! RIJCOSX wB97M-V def2-TZVPD def2/J DEFGRID3
* xyz 0 1
C -4.172 0.654 0.945
O -3.297 -0.055 0.055
C -3.938 -0.551 -1.076
C -4.532 0.557 -2.065
N -5.402 -0.070 -3.071
C -4.597 -0.920 -3.966
C -5.502 -1.576 -5.069
O -6.155 -2.662 -4.399
C -6.612 -3.704 -5.275
H -3.729 0.957 1.894
H -5.023 0.035 1.230
H -4.542 1.596 0.539
H -4.738 -1.193 -0.707
H -3.218 -1.185 -1.595
H -3.760 1.243 -2.415
H -5.187 1.203 -1.481
H -6.064 -0.584 -2.508
H -4.155 -1.760 -3.430
H -3.783 -0.334 -4.395
H -4.848 -1.958 -5.853
H -6.125 -0.784 -5.485
H -5.888 -3.964 -6.047
H -7.541 -3.530 -5.819
H -6.869 -4.573 -4.671
C 2.315 -3.528 -1.547
O 2.570 -4.029 -2.850
C 2.256 -3.072 -3.890
C 2.164 -3.835 -5.241
N 3.452 -4.127 -5.830
C 3.350 -4.776 -7.155
C 4.715 -5.037 -7.788
O 4.518 -5.418 -9.159
C 5.393 -6.317 -9.808
H 1.264 -3.249 -1.463
H 2.906 -2.617 -1.447
H 2.600 -4.261 -0.793
H 2.960 -2.241 -3.932
H 1.301 -2.588 -3.686
H 1.647 -3.199 -5.961
H 1.442 -4.633 -5.069
H 4.191 -4.550 -5.287
H 2.731 -4.209 -7.850
H 2.871 -5.755 -7.132
H 5.357 -5.722 -7.234
H 5.232 -4.086 -7.660
H 6.385 -5.869 -9.873
H 5.123 -6.345 -10.864
H 5.388 -7.326 -9.398
C -2.592 3.448 -0.590
O -3.963 3.748 -0.497
C -4.588 4.375 -1.521
C -6.091 4.288 -1.253
N -6.831 4.799 -2.359
C -8.250 4.768 -2.108
C -8.705 5.568 -0.905
O -8.541 4.987 0.386
C -9.181 5.802 1.327
H -2.432 2.605 -1.261
H -2.120 3.275 0.377
H -1.979 4.202 -1.083
H -4.274 3.862 -2.430
H -4.253 5.412 -1.506
H -6.281 4.958 -0.414
H -6.293 3.242 -1.023
H -6.584 4.352 -3.230
H -8.676 3.765 -2.070
H -8.791 5.188 -2.955
H -9.744 5.859 -1.058
H -8.162 6.513 -0.944
H -8.869 6.846 1.326
H -8.992 5.341 2.297
H -10.267 5.768 1.237
C 0.984 -1.659 8.228
O 1.055 -2.729 7.299
C 1.893 -2.472 6.196
C 1.991 -3.817 5.408
N 0.707 -4.147 4.727
C 0.350 -3.323 3.614
C -0.802 -3.810 2.742
O -0.318 -4.918 2.039
C -1.346 -5.530 1.214
H 1.900 -1.522 8.804
H 0.255 -1.894 9.004
H 0.602 -0.786 7.700
H 2.909 -2.326 6.563
H 1.618 -1.596 5.610
H 2.286 -4.617 6.088
H 2.763 -3.707 4.646
H 0.602 -5.094 4.391
H 1.239 -3.219 2.993
H 0.149 -2.300 3.932
H -1.234 -3.072 2.067
H -1.686 -4.086 3.316
H -1.658 -4.840 0.430
H -2.192 -5.795 1.849
H -0.922 -6.374 0.671
C 3.839 -1.698 2.017
O 3.081 -0.677 2.695
C 3.916 0.509 2.910
C 5.068 0.329 3.922
N 4.585 -0.292 5.154
C 5.694 -0.918 5.885
C 6.360 -2.139 5.277
O 5.405 -3.120 4.943
C 5.889 -4.383 4.494
H 3.300 -2.624 1.819
H 4.638 -2.027 2.681
H 4.359 -1.391 1.109
H 3.336 1.400 3.147
H 4.414 0.788 1.982
H 5.608 1.248 4.149
H 5.816 -0.313 3.456
H 4.064 -1.110 4.873
H 5.195 -1.314 6.769
H 6.401 -0.156 6.212
H 7.095 -2.480 6.005
H 7.009 -1.923 4.428
H 5.055 -4.936 4.062
H 6.464 -4.952 5.224
H 6.631 -4.237 3.709
C 4.060 5.663 0.566
C 4.329 4.146 0.580
C 3.071 3.264 0.540
O 5.202 3.790 -0.399
H 3.206 5.850 1.217
H 3.778 6.125 -0.380
H 4.881 6.286 0.923
H 4.867 3.932 1.504
H 2.573 3.220 1.509
H 3.332 2.229 0.320
H 2.363 3.552 -0.237
H 5.864 4.484 -0.357
C 0.365 1.321 1.566
C 0.342 0.524 0.278
C 0.190 -1.017 0.484
O -0.780 0.951 -0.314
H 0.302 2.400 1.424
H 1.231 1.047 2.167
H -0.523 1.210 2.188
H 1.195 0.788 -0.347
H 0.157 -1.585 -0.446
H -0.692 -1.332 1.043
H 1.012 -1.472 1.036
H -1.513 0.453 0.056
C -0.760 0.053 -3.816
C 0.347 1.107 -3.536
C 1.090 1.563 -4.788
O -0.281 2.211 -2.939
H -1.121 -0.383 -2.884
H -0.385 -0.804 -4.375
H -1.611 0.502 -4.329
H 1.098 0.711 -2.854
H 1.696 2.458 -4.649
H 0.456 1.818 -5.637
H 1.722 0.759 -5.166
H -0.557 1.928 -2.064
C 0.665 5.301 2.946
C 1.006 6.187 4.189
C 0.266 5.668 5.438
O 2.396 6.337 4.474
H 1.092 5.690 2.022
H -0.417 5.386 2.843
H 0.980 4.258 2.968
H 0.511 7.130 3.958
H -0.779 5.410 5.268
H 0.252 6.485 6.160
H 0.771 4.788 5.836
H 2.391 6.628 5.389
*
```

These are the Mulliken partial charges, in e, on atoms 1 to 4: -0.927, -0.231, -0.646, -0.201

Record 2
DFT (wB97M-V/def2-TZVPD) results for a cluster of 2 separate species, C4H11NO in total at a distorted geometry.

Output
- SMILES string = CC(N)=O.CC
- molar mass (g/mol) = 89.138
- LUMO (eV) = 0.8
- energy relative to the best compared isomer or geometry (same formula, charge and spin) (kJ/mol) = 26.2
- E_tot (eV) = -7864.28240
- orbital gap (eV) = 10.680

```
! RIJCOSX wB97M-V def2-TZVPD def2/J DEFGRID3
* xyz 0 1
C 1.132 0.553 -1.684
C 2.014 0.454 -2.940
H 1.538 -0.021 -0.850
H 1.108 1.574 -1.304
H 0.116 0.187 -1.833
H 1.719 -0.432 -3.508
H 1.905 1.380 -3.490
H 3.055 0.251 -2.684
C -0.610 0.215 2.465
C -1.917 -0.203 1.840
O -2.867 0.555 1.799
N -2.015 -1.473 1.310
H -0.076 -0.676 2.818
H -0.851 0.848 3.309
H -2.973 -1.785 1.261
H -1.364 -2.137 1.703
H 0.085 0.710 1.790
*
```

These are the natural (NBO) partial charges, in e, on atoms 1 to 4: -0.610, -0.610, 0.195, 0.201

Record 3
DFT (wB97M-V/def2-TZVPD) results for a structure of composition C9H9CdN3O5 at a distorted geometry.

Output
- molar mass (g/mol) = 351.599
- LUMO (eV) = -7.7
- E_tot (eV) = -28734.15834
- orbital gap (eV) = 8.453

```
! RIJCOSX wB97M-V def2-TZVPD def2/J DEFGRID3
* xyz 2 1
Cd -0.439 0.020 -1.976
O -0.509 3.504 -2.111
C -0.508 2.363 -2.166
C -0.410 -2.389 -2.087
O -0.465 -3.523 -1.950
C 1.986 -0.187 -2.391
O 3.125 -0.208 -2.299
C -2.870 0.001 -2.111
O -4.002 -0.065 -2.038
H -0.435 0.367 -4.367
H -0.437 -0.400 -4.350
C -1.204 -1.586 2.948
N -0.328 -0.669 2.216
C 0.634 0.043 2.873
C 1.442 0.890 2.192
C 1.189 1.056 0.798
N 0.269 0.321 0.167
C -0.510 -0.566 0.846
O -1.334 -1.260 0.203
N 1.880 1.919 0.026
H -2.255 -1.286 2.823
H -0.946 -1.551 4.018
H -1.066 -2.613 2.582
H 0.693 -0.158 3.950
H 2.199 1.448 2.715
H 2.608 2.453 0.453
H 1.694 2.078 -0.963
*
```

These are the natural (NBO) partial charges, in e, on atoms 1 to 4: 1.479, -0.324, 0.415, 0.431

Record 4
DFT (wB97M-V/def2-TZVPD) results for a cluster of 10 separate species, C23H69O19P3 in total at a distorted geometry.

Output
- SMILES string = COP(=O)(OC)OC.COP(=O)(OC)OC.COP(=O)(OC)OC.CCO.CCO.CCO.CCO.CCO.CCO.CCO
- molar mass (g/mol) = 742.708
- LUMO (eV) = 0.6
- E_tot (eV) = -91742.60425
- orbital gap (eV) = 10.104

```
! RIJCOSX wB97M-V def2-TZVPD def2/J DEFGRID3
* xyz 0 1
C -4.212 -4.940 1.226
O -4.163 -3.557 1.616
P -3.685 -2.323 0.679
O -4.239 -2.417 -0.669
O -4.063 -1.057 1.490
C -5.436 -0.610 1.579
O -2.067 -2.317 0.720
C -1.402 -2.416 2.017
H -4.075 -4.837 0.164
H -5.166 -5.307 1.299
H -3.468 -5.547 1.765
H -5.785 -0.286 0.581
H -5.380 0.221 2.231
H -6.013 -1.413 2.015
H -2.078 -2.203 2.854
H -0.569 -1.740 2.019
H -0.932 -3.349 2.267
C -0.770 5.650 3.833
O 0.696 5.892 3.671
P 1.901 4.911 3.999
O 1.601 3.690 4.826
O 3.155 5.722 4.517
C 3.127 6.316 5.779
O 2.387 4.603 2.449
C 3.450 3.625 2.246
H -1.175 6.546 4.306
H -1.001 4.711 4.323
H -1.199 5.665 2.802
H 2.929 5.464 6.524
H 2.499 7.199 5.844
H 4.127 6.630 6.140
H 3.629 3.721 1.188
H 2.960 2.682 2.504
H 4.413 3.898 2.794
C 0.731 -2.628 -4.538
O 1.599 -2.379 -3.428
P 1.791 -3.557 -2.373
O 2.397 -2.934 -1.165
O 0.446 -4.351 -2.289
C -0.697 -3.776 -1.612
O 2.674 -4.775 -2.950
C 4.093 -4.610 -3.319
H 0.395 -1.606 -4.816
H -0.063 -3.305 -4.177
H 1.319 -3.100 -5.318
H -1.410 -4.549 -1.423
H -1.035 -2.908 -2.177
H -0.413 -3.369 -0.664
H 4.496 -3.935 -2.604
H 4.221 -4.180 -4.350
H 4.630 -5.578 -3.223
C 5.853 -5.031 1.457
C 5.472 -4.932 0.005
O 6.484 -5.569 -0.865
H 5.079 -4.524 2.058
H 6.804 -4.646 1.620
H 5.901 -6.056 1.853
H 5.421 -3.897 -0.293
H 4.530 -5.449 -0.241
H 7.355 -5.255 -0.536
C 1.785 0.905 -3.955
C 0.334 0.954 -3.467
O -0.050 -0.206 -2.793
H 2.111 1.923 -4.211
H 1.923 0.225 -4.769
H 2.415 0.523 -3.133
H -0.384 1.081 -4.244
H 0.236 1.872 -2.809
H 0.490 -0.334 -2.021
C -0.736 4.288 0.657
C 0.423 4.548 -0.270
O 0.625 5.930 -0.360
H -0.416 4.192 1.729
H -1.174 3.373 0.231
H -1.408 5.102 0.592
H 0.151 4.222 -1.268
H 1.265 3.963 0.181
H 1.289 6.215 0.312
C -3.798 -2.649 -4.238
C -3.301 -1.225 -3.840
O -3.982 -0.639 -2.705
H -3.308 -2.897 -5.142
H -4.867 -2.772 -4.331
H -3.397 -3.338 -3.517
H -3.553 -0.577 -4.681
H -2.238 -1.281 -3.644
H -3.991 -1.260 -2.018
C -2.060 0.935 3.996
C -1.203 1.747 2.939
O 0.176 1.472 3.019
H -3.179 1.127 3.826
H -1.774 1.004 5.096
H -1.910 -0.121 3.730
H -1.448 2.784 3.096
H -1.514 1.488 1.924
H 0.524 2.080 3.642
C 2.238 -0.346 1.749
C 1.351 -0.275 0.486
O 2.063 -0.343 -0.734
H 2.855 0.556 1.836
H 2.850 -1.270 1.863
H 1.493 -0.281 2.601
H 0.695 0.616 0.580
H 0.588 -1.113 0.656
H 2.339 -1.215 -0.985
C -3.269 2.653 -3.327
C -3.120 2.932 -1.859
O -3.192 1.841 -0.947
H -2.881 1.681 -3.496
H -2.751 3.389 -3.964
H -4.292 2.593 -3.524
H -3.913 3.551 -1.551
H -2.175 3.409 -1.714
H -3.008 1.037 -1.449
*
```

These are the Mulliken partial charges, in e, on atoms 1 to 4: -0.680, -0.375, 0.063, -0.851

Record 5
DFT (wB97M-V/def2-TZVPD) results for the ion C5H15N2 with charge +1 at a distorted geometry.

Output
- SMILES string = C[C@H]([NH3+])CCCN
- molar mass (g/mol) = 103.189
- LUMO (eV) = -3.6
- energy relative to the best compared isomer or geometry (same formula, charge and spin) (kJ/mol) = 159.5
- E_tot (eV) = -8401.02302
- orbital gap (eV) = 9.599

```
! RIJCOSX wB97M-V def2-TZVPD def2/J DEFGRID3
* xyz 1 1
C -2.420 -0.347 0.631
C -1.022 0.172 0.574
C -0.375 -0.322 -0.790
C 1.041 0.162 -1.208
C 2.130 -0.198 -0.113
N 2.107 -1.677 0.187
N -1.001 1.683 0.528
H -2.636 -1.474 0.290
H -3.037 0.265 -0.001
H -2.818 -0.141 1.585
H -0.403 -0.272 1.460
H -1.241 -0.073 -1.460
H -0.247 -1.376 -0.713
H 1.048 1.287 -1.356
H 1.327 -0.294 -2.132
H 3.123 0.032 -0.489
H 1.860 0.442 0.767
H 2.950 -2.063 -0.249
H 2.362 -1.855 1.140
H -1.514 2.092 -0.304
H -0.008 1.769 0.209
H -1.226 2.190 1.442
*
```

These are the natural (NBO) partial charges, in e, on atoms 1 to 4: -0.643, -0.064, -0.433, -0.418

Record 6
DFT (wB97M-V/def2-TZVPD) results for a structure of composition C2H3FKO2.

Output
- molar mass (g/mol) = 117.140
- LUMO (eV) = 2.5
- energy relative to the best compared isomer or geometry (same formula, charge and spin) (kJ/mol) = 233.5
- E_tot (eV) = -25258.49321
- orbital gap (eV) = 5.960

```
! RIJCOSX wB97M-V def2-TZVPD def2/J DEFGRID3
* xyz -1 1
C 0.427 -0.881 0.238
C 0.555 -0.449 1.648
O 1.291 0.247 0.652
F 1.365 -1.983 0.015
H 1.182 -1.037 2.329
H -0.252 0.124 2.122
K 0.101 1.186 -1.516
O -1.980 1.081 -2.680
H -2.689 1.712 -2.808
*
```

These are the natural (NBO) partial charges, in e, on atoms 1 to 4: 0.069, -0.212, -0.645, -0.474

Record 7
DFT (wB97M-V/def2-TZVPD) results for a cluster of 10 separate species, C20H35Cl10N5 in total at a distorted geometry.

Output
- SMILES string = ClCCCl.ClCCCl.ClCCCl.ClCCCl.ClCCCl.CC#N.CC#N.CC#N.CC#N.CC#N
- molar mass (g/mol) = 700.065
- LUMO (eV) = 0.1
- energy relative to the best compared isomer or geometry (same formula, charge and spin) (kJ/mol) = 0.0
- E_tot (eV) = -153982.32758
- orbital gap (eV) = 10.715

```
! RIJCOSX wB97M-V def2-TZVPD def2/J DEFGRID3
* xyz 0 1
C 1.996 -1.992 -5.214
C 1.078 -1.945 -6.335
N 0.328 -1.925 -7.202
H 2.995 -2.383 -5.410
H 1.613 -2.746 -4.521
H 2.086 -1.049 -4.682
C -4.151 0.243 3.539
C -3.763 -0.719 2.512
N -3.433 -1.498 1.742
H -4.864 0.971 3.161
H -3.293 0.837 3.860
H -4.493 -0.318 4.408
C -0.854 -2.561 3.753
C -1.984 -2.798 4.661
N -2.903 -2.954 5.334
H -0.122 -3.354 3.843
H -0.516 -1.556 4.011
H -1.327 -2.513 2.769
C 3.067 -1.175 3.493
C 2.817 -0.472 2.225
N 2.610 0.105 1.255
H 3.838 -1.930 3.368
H 2.155 -1.684 3.797
H 3.311 -0.399 4.217
C 1.472 2.801 2.968
C 0.548 1.753 3.308
N -0.164 0.892 3.575
H 1.250 3.679 3.572
H 1.303 3.046 1.916
H 2.495 2.443 3.056
Cl -1.425 0.505 -0.499
C -0.450 -0.885 0.103
C 0.626 -1.206 -0.924
Cl -0.070 -1.813 -2.457
H -1.096 -1.754 0.248
H -0.153 -0.615 1.114
H 1.306 -1.966 -0.546
H 1.223 -0.316 -1.109
Cl 5.124 -1.721 -0.563
C 3.913 -2.945 -0.092
C 4.481 -4.010 0.814
Cl 5.044 -3.371 2.376
H 3.516 -3.370 -1.013
H 3.085 -2.395 0.354
H 5.308 -4.502 0.301
H 3.765 -4.817 0.967
Cl 2.949 0.748 -2.727
C 1.631 1.787 -3.296
C 1.153 2.633 -2.134
Cl 2.326 3.875 -1.698
H 0.830 1.135 -3.655
H 1.944 2.332 -4.185
H 0.995 2.004 -1.261
H 0.206 3.114 -2.374
Cl -4.788 -1.154 -4.158
C -3.195 -0.337 -4.027
C -3.445 1.061 -3.521
Cl -1.978 2.058 -3.703
H -2.661 -0.351 -4.978
H -2.586 -0.938 -3.357
H -3.647 0.971 -2.454
H -4.261 1.550 -4.039
Cl -2.871 3.680 2.704
C -3.315 4.532 1.200
C -2.577 4.033 -0.018
Cl -0.801 4.070 0.282
H -3.200 5.603 1.352
H -4.386 4.349 1.105
H -2.840 4.639 -0.882
H -2.777 2.987 -0.230
*
```

These are the natural (NBO) partial charges, in e, on atoms 1 to 4: -0.737, 0.290, -0.336, 0.254

> What is the orbital gap in the second record?

10.680 eV